Computed, not measured: a single CH3Br3OSi molecule, with ωB97M-V with the def2-TZVPD basis set.

XYZ file:
```
9
CH3Br3OSi | the OMol25 dataset | ωB97M-V with the def2-TZVPD basis set
C -0.869 -1.225 0.362
O 0.052 -0.688 -0.503
Si 0.898 1.025 -0.517
Br 1.690 1.118 1.561
Br 2.363 1.563 -2.112
Br -0.726 2.544 -0.618
H -1.012 -2.316 0.012
H -1.795 -0.696 0.362
H -0.599 -1.325 1.452
```

Values from the calculation:
- E_HOMO: -10.392 eV
- Lowest unoccupied orbital energy: -0.460 eV
- Relative energy (zero: lowest compared OMol25 entry of this formula, charge and spin): 104.4 kJ/mol
- Structure (SMILES): CO[Si](Br)(Br)Br

Mulliken atomic charge list, values in e, 8 entries:
1. C -0.56
2. O -0.32
3. Si 0.69
4. Br -0.19
5. Br -0.15
6. Br -0.19
7. H 0.20
8. H 0.28

---

Computed, not measured: 5 unconnected molecules or ions with the total composition C49H59FNO19P, with ωB97M-V with the def2-TZVPD basis set.

XYZ file:
```
130
C49H59FNO19P | the OMol25 dataset | ωB97M-V with the def2-TZVPD basis set
C 6.825 2.232 -0.449
C 7.037 1.612 0.940
C 6.849 2.725 1.977
C 6.007 0.490 1.208
C 5.924 -0.485 0.014
C 6.436 -0.255 2.480
O 5.530 -0.093 3.590
C 4.274 -0.500 3.455
C 3.258 0.164 4.040
P 3.492 1.674 4.987
O 2.365 2.031 5.841
O 3.822 2.774 3.860
O 4.854 1.548 5.803
C 1.873 -0.389 3.876
O 1.069 -0.375 4.764
C 1.608 -1.052 2.556
C 2.668 -1.756 1.989
C 2.509 -2.438 0.804
C 1.287 -2.420 0.166
C 1.156 -3.217 -1.111
C 0.488 -4.571 -0.883
F 2.410 -3.404 -1.681
C 0.201 -1.701 0.702
C -1.113 -1.657 -0.055
C -2.347 -2.238 0.673
C -3.548 -1.372 0.404
O -3.658 -0.280 0.904
N -4.540 -1.850 -0.465
C -4.095 -2.721 -1.525
C -4.335 -4.088 -1.419
C -3.939 -4.953 -2.429
C -3.307 -4.462 -3.567
C -3.065 -3.096 -3.669
C -3.456 -2.231 -2.656
C 0.368 -0.999 1.909
C -0.709 -0.122 2.462
C -1.575 -0.512 3.480
C -2.520 0.384 3.950
C -2.617 1.666 3.427
C -1.757 2.063 2.414
C -0.810 1.163 1.939
C 3.968 -1.757 2.689
O 4.734 -2.685 2.680
H 5.760 2.284 -0.681
H 7.288 1.653 -1.244
H 7.215 3.245 -0.499
H 8.045 1.200 1.007
H 5.811 3.054 1.963
H 7.127 2.424 2.987
H 7.433 3.594 1.683
H 5.048 0.995 1.330
H 5.720 -1.502 0.350
H 6.871 -0.528 -0.517
H 5.123 -0.221 -0.671
H 7.367 0.167 2.847
H 6.610 -1.317 2.323
H 3.636 2.430 2.979
H 5.530 2.119 5.416
H 3.339 -2.982 0.381
H 0.588 -2.647 -1.841
H -0.053 -4.890 -1.771
H 1.261 -5.299 -0.650
H -0.203 -4.507 -0.047
H -1.019 -2.192 -0.990
H -1.297 -0.614 -0.319
H -2.520 -3.249 0.310
H -2.171 -2.299 1.739
H -4.972 -1.031 -0.885
H -4.833 -4.456 -0.533
H -4.133 -6.012 -2.340
H -3.015 -5.128 -4.364
H -2.585 -2.719 -4.561
H -3.268 -1.170 -2.766
H -1.485 -1.494 3.919
H -3.180 0.094 4.756
H -3.340 2.375 3.802
H -1.812 3.061 2.007
H -0.129 1.469 1.153
C 4.498 5.821 2.782
C 4.339 6.292 1.359
C 3.094 5.796 0.654
O 3.521 5.719 -0.712
C 4.866 5.547 -0.721
O 5.506 5.263 -1.679
O 5.373 5.741 0.519
H 4.711 4.757 2.805
H 5.331 6.330 3.266
H 3.595 6.014 3.363
H 4.408 7.381 1.298
H 2.247 6.472 0.744
H 2.798 4.797 0.986
C -5.270 2.085 -0.244
C -6.005 3.390 -0.070
C -6.215 4.190 -1.338
O -6.214 5.541 -0.858
C -5.498 5.574 0.292
O -5.149 6.566 0.842
O -5.233 4.318 0.719
H -4.222 2.263 -0.488
H -5.287 1.499 0.670
H -5.733 1.494 -1.038
H -6.956 3.229 0.445
H -7.157 3.970 -1.835
H -5.392 4.069 -2.046
C -9.544 -5.125 -1.960
C -8.375 -4.260 -1.558
C -8.500 -3.603 -0.199
O -7.755 -2.392 -0.375
C -7.766 -2.083 -1.690
O -7.386 -1.049 -2.140
O -8.260 -3.108 -2.416
H -10.422 -4.510 -2.154
H -9.322 -5.679 -2.871
H -9.776 -5.841 -1.171
H -7.438 -4.819 -1.633
H -8.068 -4.192 0.607
H -9.532 -3.347 0.051
C 2.067 -0.920 -6.954
C 2.629 -1.137 -5.571
C 1.676 -1.779 -4.583
O 2.108 -1.226 -3.336
C 2.702 -0.038 -3.591
O 2.996 0.755 -2.758
O 2.905 0.117 -4.919
H 1.304 -0.142 -6.935
H 2.846 -0.599 -7.643
H 1.630 -1.843 -7.337
H 3.566 -1.698 -5.620
H 1.750 -2.863 -4.553
H 0.636 -1.488 -4.757
```

Values from the calculation:
- E_HOMO: -8.829 eV
- Lowest unoccupied orbital energy: -0.903 eV
- Structure (SMILES): CC(C)[C@@H](C)COC1=C(P(=O)(O)O)C(=O)c2c(cc([C@H](C)F)c(CCC(=O)Nc3ccccc3)c2-c2ccccc2)C1=O.C[C@@H]1COC(=O)O1.C[C@@H]1COC(=O)O1.C[C@@H]1COC(=O)O1.C[C@@H]1COC(=O)O1

Mulliken atomic charge list, values in e, 8 entries:
1. C -1.63
2. C 0.05
3. C -1.14
4. C 1.87
5. C -2.03
6. C -1.72
7. O -0.46
8. C 0.67

---

Computed, not measured: a molecular structure, C5H7NO2, with ωB97M-V with the def2-TZVPD basis set.

XYZ file:
```
15
C5H7NO2 | the OMol25 dataset | ωB97M-V with the def2-TZVPD basis set
C 0.277 -1.020 0.267
C 1.103 0.048 0.464
C -0.912 -0.267 0.538
C -0.024 0.997 0.756
C -0.216 2.128 -0.239
N 0.549 -2.433 -0.079
O 2.790 0.232 0.337
O -2.096 -0.515 0.570
H -0.034 1.374 1.779
H -1.155 2.639 -0.042
H -0.230 1.744 -1.256
H 0.604 2.837 -0.150
H 0.948 -2.937 0.726
H 1.241 -2.454 -0.840
H -0.338 -2.866 -0.364
```

Values from the calculation:
- E_HOMO: -8.136 eV
- Lowest unoccupied orbital energy: -0.521 eV
- Relative energy (zero: lowest compared OMol25 entry of this formula, charge and spin): 510.4 kJ/mol

Mulliken atomic charge list, values in e, 8 entries:
1. C -0.44
2. C 0.04
3. C 0.37
4. C 0.35
5. C -1.31
6. N -0.19
7. O -0.70
8. O -0.66

---

Computed, not measured: 3 unconnected molecules or ions with the total composition C4H11N2O2, with ωB97M-V with the def2-TZVPD basis set.

XYZ file:
```
19
C4H11N2O2 | the OMol25 dataset | ωB97M-V with the def2-TZVPD basis set
C -1.680 -0.374 -1.482
C -0.568 -0.471 -0.516
C -0.466 -1.383 0.473
N 0.614 -1.015 1.239
C 1.117 0.110 0.766
N 0.368 0.513 -0.247
H -1.523 0.102 -2.453
H -2.591 0.110 -1.120
H -1.950 -1.368 -1.750
H -1.055 -2.283 0.509
H 1.056 -1.539 1.981
H 2.032 0.561 1.104
H 0.597 1.247 -0.889
H -1.806 0.640 2.976
H -2.004 0.319 1.605
O -1.430 0.903 2.121
H 3.093 2.100 -1.316
H 3.402 0.639 -1.755
O 2.793 1.188 -1.246
```

Values from the calculation:
- E_HOMO: -13.779 eV
- Total charge: +1
- Lowest unoccupied orbital energy: -2.721 eV
- Relative energy (zero: lowest compared OMol25 entry of this formula, charge and spin): 40.2 kJ/mol

Mulliken atomic charge list, values in e, 8 entries:
1. C -1.30
2. C 0.65
3. C -0.76
4. N 0.07
5. C -0.24
6. N 0.12
7. H 0.37
8. H 0.27

---

Computed, not measured: a molecular structure, C60H59BrN10O4Si4W, with ωB97M-V with the def2-TZVPD basis set.

XYZ file:
```
139
C60H59BrN10O4Si4W | the OMol25 dataset | ωB97M-V with the def2-TZVPD basis set
W -0.501 -0.475 -0.408
C -3.830 3.727 2.519
C -3.058 3.646 3.674
C -1.990 2.760 3.751
C -1.721 1.982 2.640
C -0.639 1.018 2.364
N -0.897 -1.817 1.361
C 0.468 -1.874 1.675
C 1.250 -2.384 2.716
C 1.106 -3.421 3.663
C 2.082 -3.569 4.607
C 3.213 -2.707 4.638
C 3.374 -1.698 3.729
C 2.380 -1.516 2.743
C 2.200 -0.514 1.736
N 2.551 0.845 1.996
C 1.807 0.941 3.082
N 0.402 0.588 3.180
C 0.139 0.047 4.449
N -0.820 -0.794 4.740
C -1.650 -1.334 3.853
N -1.650 -1.239 2.439
C -2.931 -0.840 2.039
N -3.144 -0.020 1.096
C -2.068 0.896 0.569
N -0.744 0.717 1.123
C -2.499 2.069 1.457
C -3.574 2.928 1.407
C -3.855 -1.299 3.091
C -5.235 -1.307 3.170
C -5.813 -1.663 4.381
C -5.020 -1.937 5.496
C -3.637 -1.862 5.433
C -3.056 -1.574 4.207
C 1.234 0.498 5.293
C 1.462 0.316 6.651
C 2.636 0.814 7.185
C 3.593 1.439 6.378
C 3.397 1.573 5.013
C 2.195 1.128 4.482
N 1.112 -0.897 1.000
H -4.651 4.432 2.485
H -3.291 4.283 4.517
H -1.381 2.688 4.644
H 0.248 -4.081 3.636
H 2.005 -4.358 5.344
H 3.963 -2.858 5.404
H 4.238 -1.048 3.764
H -4.194 2.984 0.523
H -5.839 -1.040 2.313
H -6.890 -1.712 4.469
H -5.496 -2.197 6.433
H -3.022 -2.031 6.307
H 0.733 -0.200 7.262
H 2.830 0.707 8.245
H 4.508 1.803 6.827
H 4.153 2.002 4.370
O -3.885 -5.415 -4.331
C -4.640 -4.524 -3.534
C -3.713 -3.665 -2.722
C -4.213 -2.748 -1.818
C -3.344 -1.918 -1.139
N -2.018 -2.007 -1.256
C -1.525 -2.926 -2.101
C -2.337 -3.749 -2.864
C -0.057 -3.052 -2.125
C 0.582 -4.073 -2.807
C 1.955 -4.234 -2.685
C 2.648 -5.377 -3.381
O 2.243 -6.631 -2.858
C 2.636 -3.354 -1.868
C 1.946 -2.335 -1.240
N 0.626 -2.172 -1.364
H -4.487 -5.983 -4.820
H -5.305 -5.065 -2.852
H -5.261 -3.868 -4.155
H -5.277 -2.624 -1.665
H -3.720 -1.136 -0.499
H -1.924 -4.459 -3.560
H 0.020 -4.774 -3.404
H 3.733 -5.247 -3.324
H 2.366 -5.391 -4.434
H 2.386 -6.631 -1.905
H 3.705 -3.429 -1.720
H 2.460 -1.628 -0.613
Br 1.446 2.380 -6.857
C -0.068 1.344 -6.378
C -0.917 0.897 -7.377
C -2.038 0.159 -7.026
C -2.301 -0.120 -5.695
C -1.425 0.311 -4.705
C -0.301 1.052 -5.045
C -1.770 0.001 -3.269
O -2.938 -0.111 -2.953
O -0.742 -0.048 -2.463
H -0.707 1.133 -8.411
H -2.712 -0.188 -7.798
H -3.186 -0.667 -5.401
H 0.359 1.412 -4.269
C 2.797 4.675 -0.870
Si 2.564 3.083 0.150
C 1.843 3.704 1.791
C 4.385 2.627 0.386
Si 1.188 1.524 -1.110
Si -0.304 3.273 -1.862
C 0.441 4.259 -3.306
C -0.547 4.440 -0.387
C -2.089 2.973 -2.395
Si 2.824 0.777 -2.674
C 3.676 2.202 -3.566
C 2.299 -0.419 -4.055
C 4.194 -0.105 -1.680
H 3.434 5.311 -0.246
H 1.895 5.238 -1.105
H 3.330 4.504 -1.804
H 2.496 3.420 2.616
H 0.842 3.318 1.997
H 1.774 4.795 1.777
H 4.838 3.437 0.967
H 4.908 2.593 -0.570
H 4.538 1.695 0.920
H 1.527 4.187 -3.374
H 0.184 5.318 -3.233
H 0.023 3.889 -4.246
H 0.355 4.952 -0.055
H -0.955 3.911 0.477
H -1.278 5.203 -0.671
H -2.181 2.594 -3.413
H -2.537 3.972 -2.383
H -2.665 2.332 -1.729
H 2.989 2.741 -4.220
H 4.469 1.779 -4.191
H 4.136 2.915 -2.885
H 2.300 0.109 -5.011
H 1.308 -0.852 -3.920
H 3.026 -1.230 -4.134
H 5.134 0.438 -1.790
H 4.364 -1.116 -2.056
H 3.988 -0.167 -0.611
```

Values from the calculation:
- ⟨S²⟩: 2.07
- E_HOMO (alpha / beta): -6.091 / -6.292 eV
- Lowest unoccupied orbital energy (alpha / beta): -0.818 / -1.473 eV
- 2S+1: 3

Mulliken atomic charge list, values in e, 8 entries:
1. W 2.90
2. C -1.06
3. C -0.99
4. C -0.77
5. C 0.56
6. C -0.32
7. N -1.16
8. C -0.06

---

Computed, not measured: 2 unconnected molecules or ions with the total composition C3H6Si, with ωB97M-V with the def2-TZVPD basis set.

XYZ file:
```
10
C3H6Si | the OMol25 dataset | ωB97M-V with the def2-TZVPD basis set
C 1.371 -0.100 -0.569
C 1.316 0.558 0.534
C 0.265 -0.516 0.373
Si -1.483 -0.010 -0.076
H 1.804 -0.279 -1.549
H 1.670 1.411 1.092
H 0.654 -1.802 1.080
H -2.108 -0.312 -1.373
H -1.135 1.539 -0.476
H -2.354 -0.487 0.963
```

Values from the calculation:
- E_HOMO: -8.963 eV
- Lowest unoccupied orbital energy: 1.157 eV
- Relative energy (zero: lowest compared OMol25 entry of this formula, charge and spin): 298.4 kJ/mol

Mulliken atomic charge list, values in e, 8 entries:
1. C -0.32
2. C -0.32
3. C -0.24
4. Si 0.36
5. H 0.32
6. H 0.32
7. H 0.19
8. H -0.11